{"formula": "C56H66As2N4O2Se3Si4SnTe", "method": "ωB97M-V/def2-TZVPD", "elements": ["Sn", "Se", "Se", "Te", "Se", "N", "C", "C", "C", "C", "N", "C", "C", "H", "H", "H", "H", "C", "Si", "C", "C", "As", "Si", "C", "C", "C", "Si", "C", "C", "C", "H", "H", "H", "H", "H", "H", "H", "H", "H", "H", "H", "H", "H", "H", "H", "H", "H", "H", "H", "H", "H", "H", "H", "H", "H", "H", "H", "C", "C", "C", "C", "C", "C", "As", "C", "C", "C", "C", "C", "C", "C", "C", "C", "C", "C", "C", "H", "H", "H", "H", "H", "H", "H", "H", "H", "H", "H", "H", "H", "H", "H", "C", "C", "C", "C", "C", "C", "Si", "C", "C", "C", "C", "C", "C", "C", "C", "C", "C", "C", "C", "H", "H", "H", "H", "H", "H", "H", "H", "H", "H", "H", "H", "H", "H", "H", "C", "N", "C", "C", "C", "O", "N", "C", "O", "H", "H", "H", "H", "H"], "xyz": [[-0.087829, 0.701470, 1.197069], [-0.770070, -0.456843, 4.169227], [-2.427663, 1.050900, 4.936682], [-3.201624, -0.893794, 3.498065], [-3.365485, -0.148796, 1.236847], [7.270967, 1.080221, -0.282952], [6.293488, 0.512855, -0.072638], [5.063194, -0.178870, 0.207754], [4.755774, -0.550988, 1.511860], [3.530086, -1.155485, 1.740536], [2.646602, -1.400110, 0.779063], [2.967874, -1.067734, -0.465506], [4.158522, -0.448492, -0.810893], [5.441770, -0.356836, 2.324348], [3.236708, -1.430812, 2.748966], [2.219733, -1.275542, -1.222803], [4.360711, -0.163397, -1.834054], [-3.654117, -4.312426, 2.076639], [-1.908498, -4.892933, 2.485552], [-1.935287, -6.774764, 2.485048], [-1.440627, -4.396298, 4.237600], [-0.479527, -3.747043, 1.001746], [1.467560, -5.033465, 1.213224], [2.664084, -4.679790, -0.194601], [2.224795, -4.498565, 2.861308], [1.246873, -6.901855, 1.230512], [-1.442477, -4.485939, -1.020886], [-0.102803, -4.491223, -2.328800], [-2.213474, -6.200628, -1.007770], [-2.777005, -3.237861, -1.464369], [-4.307169, -4.458806, 2.943169], [-4.067613, -4.898603, 1.251038], [-3.703573, -3.266582, 1.768109], [-2.920369, -7.090958, 2.843992], [-1.187464, -7.176013, 3.172659], [-1.773193, -7.230687, 1.508604], [-2.239072, -4.676641, 4.932256], [-1.243438, -3.332044, 4.358907], [-0.535107, -4.928858, 4.541927], [2.575233, -3.677141, -0.608040], [2.520476, -5.395141, -1.007103], [3.685179, -4.801786, 0.180659], [3.242807, -4.127708, 2.715854], [2.273424, -5.342467, 3.554788], [1.650174, -3.704547, 3.342227], [0.612375, -7.256731, 0.415366], [0.827441, -7.270999, 2.168220], [2.236829, -7.352273, 1.101302], [0.542079, -5.367675, -2.233852], [0.524482, -3.600575, -2.260263], [-0.552426, -4.503376, -3.326388], [-1.477530, -6.981461, -0.802773], [-2.632923, -6.386873, -2.001914], [-3.023971, -6.302302, -0.283421], [-2.363484, -2.454455, -2.103424], [-3.206940, -2.756543, -0.584368], [-3.583844, -3.726948, -2.018200], [-0.475444, -3.416619, -6.427755], [0.741606, -3.215465, -5.789124], [0.832833, -2.308102, -4.745417], [-0.281162, -1.576059, -4.338089], [-1.495276, -1.781474, -4.982888], [-1.591498, -2.702100, -6.020157], [-0.105721, -0.399860, -2.791837], [1.292471, 0.809218, -3.416787], [1.745930, 0.893420, -4.729570], [2.741889, 1.801988, -5.067343], [3.288693, 2.633432, -4.099705], [2.840568, 2.554224, -2.788094], [1.851907, 1.640456, -2.450263], [-1.677874, 0.701809, -3.073102], [-1.822227, 1.605351, -4.118511], [-3.016581, 2.290133, -4.275589], [-4.066993, 2.083371, -3.390059], [-3.929885, 1.179820, -2.347320], [-2.735774, 0.487605, -2.196904], [-0.552725, -4.128643, -7.239901], [1.618223, -3.771979, -6.097082], [1.787540, -2.171313, -4.247983], [-2.375170, -1.226137, -4.680090], [-2.544245, -2.853005, -6.512945], [1.321096, 0.254225, -5.493692], [3.088231, 1.861231, -6.091739], [4.064602, 3.339993, -4.366832], [3.263391, 3.193888, -2.021937], [1.538320, 1.580940, -1.414026], [-1.001203, 1.786019, -4.803598], [-3.123941, 3.006738, -5.080626], [-4.989822, 2.637183, -3.510413], [-4.744792, 1.017427, -1.651359], [-2.620329, -0.230793, -1.395299], [2.134363, 6.966732, 0.921566], [2.566160, 5.732780, 0.465839], [1.725450, 4.626981, 0.531526], [0.437485, 4.713195, 1.058718], [0.012810, 5.982918, 1.479859], [0.844054, 7.089917, 1.422875], [-0.892024, 3.345431, 0.965690], [-1.751384, 3.958572, -0.617600], [-3.013310, 4.553998, -0.643960], [-3.457356, 5.262317, -1.755041], [-2.646373, 5.392403, -2.870478], [-1.396949, 4.786871, -2.877606], [-0.965519, 4.077410, -1.769432], [-2.060147, 3.665514, 2.429355], [-3.409256, 3.297093, 2.374811], [-4.270074, 3.502069, 3.444611], [-3.796163, 4.071091, 4.619582], [-2.454284, 4.415222, 4.712881], [-1.604442, 4.211562, 3.634077], [2.785616, 7.830758, 0.871820], [3.561120, 5.626751, 0.047587], [2.078183, 3.685395, 0.131800], [-0.998575, 6.117366, 1.847799], [0.479441, 8.053846, 1.757533], [-3.656336, 4.512586, 0.225830], [-4.435507, 5.728601, -1.735811], [-2.983642, 5.959315, -3.729874], [-0.752428, 4.871299, -3.745014], [0.028539, 3.639166, -1.793641], [-3.807397, 2.846443, 1.474297], [-5.312860, 3.219555, 3.357595], [-4.464615, 4.241496, 5.454792], [-2.069080, 4.852448, 5.626336], [-0.562279, 4.497707, 3.732680], [3.001259, 2.975939, 5.942703], [2.793133, 2.605645, 4.546741], [3.717308, 2.936693, 3.600780], [3.574933, 2.587523, 2.311618], [2.370182, 1.884501, 1.961154], [2.081443, 1.577803, 0.774595], [1.480153, 1.539749, 2.910304], [1.672233, 1.837782, 4.225914], [0.929258, 1.463840, 5.136445], [3.553743, 3.912635, 5.977097], [3.554942, 2.202239, 6.475485], [2.035865, 3.100554, 6.420067], [4.565540, 3.505302, 3.959340], [4.295502, 2.861353, 1.556643]], "atomic_forces_ev_per_a": [[0.3, 0.3, 0.0], [-0.4, 0.1, 0.0], [0.1, -0.2, -0.1], [0.2, 0.0, -0.1], [-0.1, 0.0, 0.2], [-0.1, 0.0, 0.0], [0.1, 0.1, 0.0], [0.0, 0.0, 0.0], [-0.1, 0.0, 0.0], [0.0, 0.1, 0.0], [0.0, -0.2, 0.1], [0.0, 0.1, 0.0], [0.0, 0.0, 0.0], [0.0, 0.0, 0.0], [0.0, 0.0, 0.0], [0.0, 0.0, 0.0], [0.0, 0.0, 0.0], [0.0, -0.1, 0.0], [0.0, 0.1, -0.1], [0.0, 0.0, 0.0], [0.0, -0.1, 0.0], [-0.2, -0.1, 0.0], [0.1, 0.0, 0.0], [0.0, -0.1, 0.0], [0.0, 0.0, 0.0], [0.0, 0.0, 0.0], [0.0, 0.0, 0.0], [0.0, 0.0, 0.0], [0.0, 0.0, 0.0], [0.0, -0.1, 0.0], [0.0, 0.0, 0.0], [0.0, 0.0, 0.0], [0.0, 0.0, 0.0], [0.0, 0.0, 0.0], [0.0, 0.0, 0.0], [0.0, 0.1, 0.0], [0.0, 0.0, 0.0], [0.0, 0.0, 0.0], [0.0, 0.0, 0.0], [0.0, 0.0, 0.1], [0.0, 0.0, 0.0], [0.0, 0.0, 0.0], [0.0, 0.0, 0.0], [0.0, 0.0, 0.0], [0.0, 0.0, 0.0], [0.0, 0.0, 0.0], [0.0, 0.0, -0.1], [0.0, 0.0, 0.0], [0.0, 0.0, 0.0], [0.0, 0.0, 0.0], [0.0, 0.0, 0.0], [0.0, 0.0, 0.0], [0.0, 0.0, 0.0], [0.0, 0.0, 0.0], [0.0, 0.0, 0.0], [0.0, 0.0, 0.0], [0.0, 0.0, 0.0], [0.0, 0.0, 0.0], [0.0, 0.0, 0.0], [0.0, 0.0, -0.1], [0.1, 0.0, -0.1], [0.0, 0.0, 0.0], [0.0, 0.0, 0.0], [0.0, 0.0, 0.1], [-0.1, 0.0, 0.0], [0.0, 0.1, 0.0], [0.0, 0.0, 0.0], [0.0, 0.0, 0.0], [0.0, 0.0, 0.0], [0.1, 0.1, 0.0], [-0.1, -0.1, 0.0], [0.0, 0.0, 0.0], [0.0, 0.0, 0.0], [0.0, 0.0, 0.0], [0.0, 0.0, 0.0], [0.0, 0.1, 0.0], [0.0, 0.0, 0.0], [0.0, 0.0, 0.0], [0.0, 0.0, 0.0], [0.0, 0.0, 0.0], [0.0, 0.0, 0.0], [0.0, 0.0, 0.0], [0.0, 0.0, 0.0], [0.0, 0.0, 0.0], [0.0, 0.0, 0.0], [0.0, 0.0, 0.0], [0.0, 0.0, 0.0], [0.0, 0.0, 0.0], [0.0, 0.0, 0.0], [0.0, 0.0, 0.0], [0.0, 0.0, 0.1], [0.0, 0.0, 0.0], [0.0, 0.0, 0.0], [0.0, -0.1, -0.1], [-0.1, 0.2, 0.1], [0.0, 0.0, 0.1], [0.0, 0.0, 0.0], [0.0, 0.0, 0.2], [0.0, 0.0, 0.0], [0.0, 0.1, 0.0], [0.0, 0.0, 0.0], [0.0, 0.0, 0.0], [0.0, 0.0, 0.0], [0.1, -0.1, 0.0], [0.0, -0.1, 0.0], [0.0, 0.0, -0.1], [0.0, 0.0, 0.0], [0.0, 0.0, 0.0], [0.0, 0.0, 0.0], [0.1, 0.0, 0.0], [0.0, 0.0, 0.0], [0.0, 0.0, 0.0], [0.0, 0.0, 0.0], [0.0, 0.0, 0.0], [0.0, 0.0, 0.0], [0.0, 0.0, 0.0], [0.0, 0.0, 0.0], [0.0, 0.0, 0.0], [0.0, 0.0, 0.0], [0.0, 0.0, 0.0], [0.0, -0.1, 0.0], [0.0, 0.0, 0.0], [0.0, 0.0, 0.0], [0.0, 0.0, 0.0], [0.0, 0.0, 0.0], [0.0, 0.0, -0.1], [0.0, 0.0, 0.0], [0.0, 0.0, 0.0], [0.0, 0.0, 0.0], [0.2, 0.0, 0.0], [-0.1, -0.1, -0.1], [-0.2, 0.0, -0.1], [-0.2, -0.2, 0.2], [0.2, 0.1, -0.3], [0.0, 0.0, 0.0], [0.0, 0.0, 0.0], [0.0, 0.0, 0.0], [0.0, 0.0, 0.0], [0.0, 0.0, 0.0]], "charge": 0, "homo_lumo_gap_ev": 5.78, "e_lumo_ha": -0.043, "molar_mass_g_mol": 1572.55, "e_homo_ev": -6.955}